Record 1
A single C4H6O2 molecule at a distorted geometry, computed with ωB97M-V with the def2-TZVPD basis set.

Kohn-Sham gap = 10.13 eV
Structure (SMILES) = OCC1=C[C@H]1O

Atoms and positions in Å:
O: 2.431 -0.018 -0.592
C: 1.644 -0.520 0.434
C: -0.031 0.185 0.268
C: -0.701 0.860 -0.609
C: -1.518 0.109 0.391
O: -2.251 -0.977 -0.093
H: 2.597 0.952 -0.450
H: 1.639 -1.647 0.204
H: 1.955 -0.438 1.490
H: -0.757 1.266 -1.593
H: -2.010 0.823 0.989
H: -2.998 -0.594 -0.440

***

Record 2
2 unconnected molecules or ions with the total composition C10H10N2O2 at a distorted geometry, computed with ωB97M-V with the def2-TZVPD basis set.

Kohn-Sham gap = 10.00 eV
Structure (SMILES) = O=c1cc[nH]c(=O)[nH]1.c1ccccc1

Atoms and positions in Å:
O: 4.544 -1.098 0.661
C: 3.429 -0.685 0.309
C: 2.285 -1.549 0.282
C: 1.113 -1.087 -0.048
N: 0.948 0.309 -0.070
C: 2.037 1.242 -0.318
O: 1.842 2.447 -0.539
N: 3.290 0.654 -0.237
H: 2.611 -2.557 0.310
H: 0.312 -1.902 -0.400
H: 0.030 0.621 -0.681
H: 4.137 1.127 -0.407
C: -2.128 -0.195 -0.609
C: -3.208 -1.122 -0.916
C: -4.379 -0.975 -0.222
C: -4.566 0.161 0.642
C: -3.548 1.016 0.882
C: -2.303 0.816 0.305
H: -1.169 -0.539 -1.009
H: -2.942 -1.999 -1.642
H: -5.301 -1.647 -0.353
H: -5.525 0.286 1.204
H: -3.790 1.883 1.577
H: -1.503 1.454 0.731

***

Record 3
A single C23H24N4O6 molecule at a distorted geometry, computed with ωB97M-V with the def2-TZVPD basis set.

Kohn-Sham gap = 8.15 eV
Structure (SMILES) = COc1cc(NC(=O)Nc2cccc(CNC(=O)O[C@H]3CCOC3)c2)ccc1-c1cnco1

Atoms and positions in Å:
C: 0.818 -4.158 0.636
O: 0.007 -3.541 1.615
C: 0.093 -2.200 1.769
C: 1.055 -1.421 1.141
C: 1.069 -0.041 1.307
N: 1.986 0.771 0.637
C: 3.125 0.394 -0.019
O: 3.633 -0.704 0.018
N: 3.738 1.424 -0.713
C: 3.195 2.591 -1.247
C: 4.038 3.671 -1.509
C: 3.527 4.833 -2.053
C: 2.178 4.939 -2.350
C: 1.332 3.864 -2.116
C: -0.142 3.955 -2.435
N: -0.692 2.719 -2.940
C: -1.363 1.858 -2.140
O: -1.713 2.088 -1.009
O: -1.615 0.706 -2.805
C: -2.361 -0.275 -2.086
C: -2.716 -1.415 -3.049
C: -2.104 -2.654 -2.375
O: -1.049 -2.170 -1.575
C: -1.515 -0.972 -1.003
C: 1.845 2.696 -1.573
C: 0.115 0.573 2.113
C: -0.827 -0.199 2.757
C: -0.862 -1.584 2.606
C: -1.883 -2.348 3.289
C: -2.194 -3.684 3.357
N: -3.282 -3.846 4.161
C: -3.592 -2.653 4.546
O: -2.796 -1.695 4.063
H: 0.524 -5.206 0.635
H: 1.880 -4.080 0.886
H: 0.633 -3.722 -0.350
H: 1.802 -1.869 0.510
H: 1.802 1.762 0.702
H: 4.695 1.220 -0.967
H: 5.091 3.590 -1.283
H: 4.187 5.665 -2.248
H: 1.786 5.853 -2.771
H: -0.322 4.752 -3.160
H: -0.698 4.181 -1.518
H: -0.366 2.372 -3.827
H: -3.232 0.216 -1.641
H: -2.237 -1.217 -4.007
H: -3.788 -1.516 -3.198
H: -2.854 -3.154 -1.745
H: -1.687 -3.372 -3.080
H: -2.139 -1.180 -0.124
H: -0.657 -0.379 -0.694
H: 1.187 1.852 -1.430
H: 0.107 1.647 2.225
H: -1.566 0.272 3.386
H: -1.714 -4.516 2.893
H: -4.401 -2.381 5.194

***

Record 4
A single CH2Cl3P molecule at a distorted geometry, computed with ωB97M-V with the def2-TZVPD basis set.

Kohn-Sham gap = 10.54 eV
Structure (SMILES) = PC(Cl)(Cl)Cl

Atoms and positions in Å:
P: -0.821 -0.368 0.169
C: -1.370 1.436 0.055
Cl: -2.547 1.471 -1.332
Cl: -2.060 2.008 1.536
Cl: -0.090 2.596 -0.484
H: -0.055 -0.372 1.444
H: 0.295 -0.161 -0.809

***

Record 5
A molecular structure, C27H35N2OSn at a distorted geometry, computed with ωB97M-V with the def2-TZVPD basis set.

Charge = +1
Kohn-Sham gap (spin up / spin down) = 3.64 / 3.44 eV

Atoms and positions in Å:
C: -0.203 1.691 2.748
C: -1.571 1.823 2.385
C: -1.660 2.787 1.343
C: -0.342 3.216 1.023
C: 0.561 2.550 1.902
Sn: 0.507 -0.214 0.051
C: 0.783 -1.504 -3.119
C: 1.446 -2.246 -1.972
H: 1.273 -3.362 -1.944
C: 2.203 -1.540 -1.021
H: 2.665 -0.568 -1.356
H: 2.671 -1.977 -0.099
C: 1.040 -2.313 -4.406
H: 0.595 -3.317 -4.320
H: 0.603 -1.761 -5.261
H: 2.133 -2.394 -4.581
C: 1.257 -0.051 -3.463
H: 1.168 0.653 -2.609
H: 2.248 -0.040 -3.940
H: 0.518 0.295 -4.217
C: -2.714 1.074 2.947
H: -2.371 0.327 3.675
H: -3.420 1.754 3.453
H: -3.275 0.546 2.156
C: -2.920 3.225 0.707
H: -3.376 2.426 0.103
H: -3.658 3.506 1.473
H: -2.750 4.090 0.054
C: 0.026 4.156 -0.060
H: -0.565 3.965 -0.970
H: -0.157 5.200 0.242
H: 1.089 4.066 -0.318
C: 2.031 2.726 1.924
H: 2.440 2.860 0.913
H: 2.305 3.622 2.506
H: 2.532 1.868 2.389
C: 0.317 0.775 3.790
H: 1.395 0.926 3.936
H: -0.189 0.968 4.752
H: 0.153 -0.288 3.536
C: -0.948 -0.389 -1.665
C: -0.639 -1.244 -2.811
C: -1.989 0.586 -1.765
C: -1.513 -1.195 -3.968
H: -1.169 -1.703 -1.742
C: -2.787 0.635 -2.901
H: -2.114 1.364 -1.002
C: -2.558 -0.293 -3.963
H: -1.339 -1.852 -4.850
H: -3.542 1.438 -3.047
H: -3.233 -0.307 -4.813
N: 0.627 -5.736 4.169
C: 1.017 -4.566 3.544
O: 2.131 -4.064 3.715
C: -0.033 -3.894 2.684
C: -1.387 -4.272 2.649
C: -2.248 -3.554 1.828
C: -1.765 -2.472 1.083
N: -0.477 -2.060 1.158
C: 0.386 -2.794 1.920
H: 1.363 -6.241 4.645
H: -0.154 -6.281 3.819
H: -1.738 -5.110 3.258
H: -3.296 -3.824 1.741
H: -2.427 -1.910 0.426
H: 1.432 -2.466 1.918

***

Record 6
3 unconnected molecules or ions with the total composition C4H14O2S at a distorted geometry, computed with ωB97M-V with the def2-TZVPD basis set.

Charge = +1
Kohn-Sham gap (spin up / spin down) = 10.44 / 5.41 eV
⟨S²⟩ = 0.753
Spin multiplicity = 2

Atoms and positions in Å:
C: -1.098 2.030 0.850
C: -0.619 0.771 0.133
C: -1.676 -0.457 -0.110
C: -0.908 -1.705 -0.106
S: -1.877 -3.054 -1.045
H: -0.996 2.893 0.170
H: -2.102 1.957 1.239
H: -0.489 2.270 1.687
H: 0.318 0.438 0.627
H: -0.295 1.150 -0.870
H: -2.270 -0.299 -1.028
H: -2.453 -0.226 0.670
H: -0.857 -2.208 0.896
H: 0.183 -1.685 -0.306
H: -1.100 -3.023 -2.055
H: 2.333 2.028 -0.777
H: 3.315 1.029 -1.525
O: 2.657 1.127 -0.832
H: 2.754 -0.321 1.174
H: 2.688 -1.475 0.158
O: 2.492 -1.241 1.049

***

Record 7
A molecular structure, C51H37Cl3CsF6GeN11O2 at a distorted geometry, computed with ωB97M-V with the def2-TZVPD basis set.

Charge = -1
Kohn-Sham gap (spin up / spin down) = 6.43 / 6.36 eV
⟨S²⟩ = 0.760
Spin multiplicity = 2

Atoms and positions in Å:
Cs: -0.091 1.042 -0.678
C: 5.053 2.450 0.199
N: 4.325 1.514 -0.637
C: 3.130 1.675 -1.228
N: 2.749 0.538 -1.781
C: 3.786 -0.296 -1.508
N: 4.762 0.245 -0.813
C: 5.052 2.107 1.677
C: 5.226 3.142 2.590
C: 5.260 2.889 3.954
C: 5.121 1.598 4.432
C: 4.929 0.562 3.525
C: 4.887 0.817 2.158
C: 4.805 -0.818 3.992
N: 5.277 -1.358 5.066
N: 4.927 -2.704 5.021
C: 4.266 -2.871 3.930
O: 4.148 -1.725 3.222
C: 3.666 -4.107 3.423
C: 4.178 -5.330 3.847
C: 3.605 -6.504 3.389
C: 2.518 -6.463 2.528
C: 1.986 -5.246 2.118
C: 0.716 -5.248 1.289
N: 0.496 -4.046 0.518
C: -0.070 -2.898 0.919
N: -0.013 -2.004 -0.038
C: 0.611 -2.676 -1.045
N: 0.945 -3.919 -0.750
C: 2.578 -4.067 2.555
H: 4.565 3.413 0.072
H: 6.076 2.517 -0.171
H: 2.582 2.614 -1.253
H: 3.813 -1.331 -1.818
H: 5.295 4.162 2.229
H: 5.368 3.712 4.648
H: 5.139 1.385 5.494
H: 4.733 -0.004 1.474
H: 5.024 -5.340 4.523
H: 4.010 -7.458 3.701
H: 2.070 -7.387 2.177
H: -0.140 -5.360 1.956
H: 0.713 -6.087 0.598
H: -0.510 -2.763 1.898
H: 0.803 -2.231 -2.013
H: 2.196 -3.105 2.234
C: 1.283 1.274 -5.937
C: 0.084 1.182 -6.632
C: -0.961 0.419 -6.131
C: -0.831 -0.266 -4.920
C: 0.379 -0.131 -4.275
C: 1.443 0.603 -4.726
C: -1.942 -1.082 -4.367
C: -2.826 -1.765 -5.248
C: -3.840 -2.509 -4.734
C: -4.007 -2.591 -3.333
C: -5.046 -3.327 -2.715
C: -5.159 -3.346 -1.354
C: -4.239 -2.630 -0.554
C: -3.222 -1.919 -1.125
C: -3.080 -1.886 -2.533
N: -2.059 -1.151 -3.063
H: 2.091 1.885 -6.320
H: -0.049 1.727 -7.557
H: -1.903 0.377 -6.666
H: 2.358 0.676 -4.158
H: -2.672 -1.707 -6.317
H: -4.520 -3.048 -5.384
H: -5.749 -3.869 -3.339
H: -5.958 -3.905 -0.883
H: -4.353 -2.631 0.525
H: -2.526 -1.344 -0.530
C: -1.369 -0.280 4.403
C: -1.036 -0.243 3.039
N: -1.889 0.087 2.093
C: -3.139 0.440 2.451
C: -3.571 0.439 3.788
C: -2.644 0.055 4.771
C: -4.906 0.857 4.115
C: -5.751 1.280 3.155
C: -5.343 1.316 1.778
C: -6.186 1.785 0.756
C: -5.739 1.797 -0.536
C: -4.445 1.319 -0.800
N: -3.633 0.878 0.134
C: -4.057 0.884 1.412
H: -0.618 -0.541 5.137
H: -0.021 -0.455 2.717
H: -2.944 0.054 5.814
H: -5.212 0.842 5.155
H: -6.752 1.614 3.407
H: -7.178 2.142 1.009
H: -6.355 2.168 -1.345
H: -4.065 1.297 -1.817
Cl: 0.792 4.443 3.584
Ge: 0.545 3.695 1.360
Cl: 2.492 4.779 0.623
Cl: 1.603 1.588 1.743
C: -0.059 5.730 -1.716
C: -0.701 4.368 -2.055
O: -0.378 3.358 -1.226
C: -0.260 3.999 -3.498
F: -0.850 2.880 -3.955
F: -0.483 4.957 -4.426
F: 1.068 3.762 -3.509
C: -2.241 4.573 -2.037
F: -2.666 5.574 -2.842
F: -2.930 3.474 -2.402
F: -2.647 4.879 -0.794
H: 1.012 5.576 -1.608
H: -0.447 6.068 -0.756
H: -0.256 6.489 -2.472

***

Record 8
A molecular structure, C3H7CeO2 at a distorted geometry, computed with ωB97M-V with the def2-TZVPD basis set.

Charge = +1
Kohn-Sham gap (spin up / spin down) = 6.24 / 6.13 eV
⟨S²⟩ = 2.002
Spin multiplicity = 3

Atoms and positions in Å:
O: 2.429 2.420 0.267
C: 3.012 3.093 -0.820
H: 3.142 2.441 -1.701
H: 2.399 3.957 -1.128
H: 4.002 3.453 -0.511
H: 2.140 1.274 0.354
C: -0.899 2.690 0.587
C: 0.089 1.916 -0.009
O: 0.382 0.696 0.543
Ce: -1.462 -0.684 1.370
H: -0.838 2.869 1.667
H: -1.451 3.385 -0.050
H: 0.208 1.983 -1.102

***

Record 9
2 unconnected molecules or ions with the total composition C5H11O2S at a distorted geometry, computed with ωB97M-V with the def2-TZVPD basis set.

Charge = -1
Kohn-Sham gap = 7.48 eV

Atoms and positions in Å:
C: -2.369 0.213 -1.565
C: -0.923 0.427 -2.089
O: -0.229 1.240 -1.422
O: -0.600 -0.177 -3.134
H: -3.039 0.814 -2.184
H: -2.380 0.464 -0.507
H: -2.669 -0.824 -1.728
C: 0.638 0.284 1.206
C: 0.329 0.784 2.611
C: 2.000 -1.464 -0.409
S: 1.780 -1.087 1.344
H: -0.315 -0.079 0.828
H: 0.969 1.069 0.532
H: 1.246 0.984 3.167
H: -0.340 0.141 3.180
H: 1.801 -0.574 -1.018
H: 3.029 -1.745 -0.555
H: 1.303 -2.192 -0.798
H: -0.233 1.723 2.541

***

Record 10
A molecular structure, C31H39N5SYb at a distorted geometry, computed with ωB97M-V with the def2-TZVPD basis set.

Charge = -1
Kohn-Sham gap (spin up / spin down) = 5.14 / 5.18 eV
⟨S²⟩ = 0.765
Spin multiplicity = 2

Atoms and positions in Å:
Yb: -0.476 -1.551 -0.291
N: 0.311 -2.507 2.989
N: -0.473 -2.536 -2.288
C: 0.561 1.693 -0.330
C: 1.613 0.791 -0.009
C: 1.564 0.545 1.391
C: 2.532 -0.231 2.194
H: 3.471 -0.377 1.645
H: 2.135 -1.228 2.454
H: 2.764 0.291 3.135
C: 0.467 1.263 1.924
C: 0.134 1.339 3.363
H: 0.846 1.986 3.902
H: 0.177 0.345 3.831
H: -0.868 1.756 3.518
C: -0.149 1.978 0.867
C: -1.267 2.934 1.026
H: -2.125 2.462 1.524
H: -1.612 3.312 0.056
H: -0.963 3.801 1.636
C: 2.688 0.354 -0.929
H: 3.498 1.103 -0.985
H: 2.314 0.215 -1.955
H: 3.139 -0.589 -0.590
C: 0.375 2.366 -1.636
H: -0.660 2.704 -1.770
H: 0.621 1.695 -2.470
H: 1.025 3.255 -1.730
C: -0.569 -3.003 3.846
H: -0.559 -2.597 4.865
C: -1.515 -4.003 3.510
H: -2.138 -4.428 4.287
C: -1.563 -4.492 2.203
H: -2.350 -5.193 1.898
C: -0.535 -4.131 1.342
H: -0.449 -4.562 0.344
C: 0.582 -3.363 1.905
C: 1.951 -3.486 1.987
H: 2.701 -3.395 1.165
C: -0.746 -1.304 -2.633
C: -0.021 -3.260 -3.413
H: 0.298 -4.290 -3.323
C: -0.064 -2.414 -4.478
H: 0.118 -2.597 -5.523
N: -0.576 -1.185 -4.002
C: -0.634 0.061 -4.673
C: 0.437 0.463 -5.484
C: 0.306 1.689 -6.137
H: 1.107 1.982 -6.805
C: -0.800 2.519 -5.948
C: -0.984 3.763 -6.763
H: -1.509 4.532 -6.188
H: -1.574 3.593 -7.674
H: -0.023 4.177 -7.080
C: -1.729 2.170 -4.968
H: -2.531 2.853 -4.715
C: -1.656 0.950 -4.296
C: -2.571 0.614 -3.168
H: -2.849 -0.448 -3.159
H: -3.488 1.210 -3.252
H: -2.132 0.865 -2.183
C: 1.724 -0.293 -5.535
H: 1.617 -1.326 -5.876
H: 2.254 -0.309 -4.568
H: 2.365 0.222 -6.256
S: -2.908 -0.689 0.374
C: -3.365 -0.316 1.985
N: -2.763 -0.631 3.165
C: -3.507 -0.172 4.327
C: -4.680 0.585 3.711
N: -4.486 0.371 2.287
H: -1.872 -1.120 3.220
H: -2.892 0.478 4.960
H: -3.857 -1.011 4.940
H: -4.646 1.656 3.937
H: -5.647 0.187 4.025
H: -5.049 0.783 1.554

***

Record 11
3 unconnected molecules or ions with the total composition C6H17NS at a distorted geometry, computed with ωB97M-V with the def2-TZVPD basis set.

Kohn-Sham gap = 7.62 eV

Atoms and positions in Å:
C: -2.766 -1.867 -0.727
C: -2.008 -1.437 0.550
C: -0.663 -2.155 0.614
N: -1.769 0.034 0.635
H: -3.740 -1.390 -0.757
H: -2.171 -1.669 -1.627
H: -2.904 -2.954 -0.682
H: -2.659 -1.793 1.353
H: -0.033 -1.719 -0.176
H: -0.715 -3.247 0.533
H: -0.142 -1.904 1.551
H: -1.436 0.272 1.576
H: -0.960 0.260 0.027
H: -0.791 -0.317 -1.410
C: 2.190 0.641 1.473
C: 1.491 1.875 0.892
C: 1.686 2.010 -0.627
S: 0.966 0.581 -1.499
H: 3.276 0.763 1.548
H: 1.984 -0.239 0.847
H: 1.775 0.451 2.473
H: 0.412 1.863 1.159
H: 1.847 2.788 1.393
H: 2.754 2.111 -0.858
H: 1.173 2.916 -0.967

***

Record 12
A single C6H11N molecule at a distorted geometry, computed with ωB97M-V with the def2-TZVPD basis set.

Kohn-Sham gap = 9.61 eV
Structure (SMILES) = N[C@@H]1CC[C@@H]2C[C@H]21

Atoms and positions in Å:
N: -2.112 -0.695 -0.267
C: -0.922 -0.315 0.474
C: -0.714 1.138 0.022
C: 0.762 1.410 -0.216
C: 1.347 0.215 0.287
C: 1.825 -1.152 -0.128
C: 0.359 -0.813 -0.150
H: -2.543 -1.612 0.053
H: -3.050 -0.075 -0.115
H: -0.769 -0.522 1.501
H: -1.338 1.086 -0.992
H: -1.110 1.931 0.666
H: 0.967 1.791 -1.289
H: 0.964 2.237 0.621
H: 1.070 0.363 1.294
H: 2.292 -1.802 0.716
H: 2.337 -0.953 -1.216
H: 0.022 -0.476 -1.106

***

Copy entry 4 word for word.
A single CH2Cl3P molecule at a distorted geometry, computed with ωB97M-V with the def2-TZVPD basis set.

Kohn-Sham gap = 10.54 eV
Structure (SMILES) = PC(Cl)(Cl)Cl

Atoms and positions in Å:
P: -0.821 -0.368 0.169
C: -1.370 1.436 0.055
Cl: -2.547 1.471 -1.332
Cl: -2.060 2.008 1.536
Cl: -0.090 2.596 -0.484
H: -0.055 -0.372 1.444
H: 0.295 -0.161 -0.809